# 1
This record from the OMol25 dataset describes C20H27N3O4 in the gas phase at a distorted geometry. The level of theory is ωB97M-V/def2-TZVPD.

Structure (XYZ):
```
54
Properties=species:S:1:pos:R:3:forces:R:3
C -6.997 -2.529 1.370 0.017 0.019 0.024
O -6.024 -2.967 0.456 0.057 -0.159 -0.015
C -5.534 -1.967 -0.407 0.209 0.151 0.067
C -4.617 -0.945 0.273 -0.175 -0.221 -0.297
C -3.971 -0.021 -0.756 -0.095 0.123 0.430
C -3.141 1.104 -0.130 0.118 -0.273 -0.480
C -1.875 0.581 0.553 -0.202 0.343 0.224
C -1.046 1.738 1.117 0.121 -0.555 0.271
N -0.713 2.670 0.067 -0.165 0.149 -0.035
C 0.504 2.954 -0.433 -0.468 0.171 0.015
O 0.658 3.714 -1.379 0.347 -0.064 -0.047
C 1.723 2.362 0.187 1.037 -0.228 0.241
C 3.022 2.660 -0.306 0.381 -0.410 0.491
C 3.854 1.954 0.513 -0.504 0.531 -0.709
C 5.347 1.838 0.564 0.021 0.203 0.105
O 5.799 0.627 1.114 0.011 -0.197 0.084
C 5.504 -0.538 0.463 0.020 -0.414 -0.093
C 5.926 -1.718 1.080 -0.101 0.239 -0.134
C 5.666 -2.923 0.467 -0.038 0.247 -0.038
C 4.989 -2.933 -0.753 0.024 -0.088 0.043
C 4.679 -4.214 -1.464 0.027 -0.038 0.049
N 4.592 -1.813 -1.332 -0.135 -0.338 -0.301
C 4.836 -0.650 -0.751 0.181 0.595 0.302
O 3.120 1.290 1.418 0.714 -0.004 0.029
N 1.812 1.543 1.208 -0.919 0.070 -0.049
C -1.880 3.233 -0.581 -0.105 0.208 -0.546
C -2.731 2.124 -1.196 -0.044 0.135 0.419
H -6.577 -1.867 2.135 -0.041 -0.007 -0.005
H -7.388 -3.423 1.852 -0.057 0.072 0.048
H -7.814 -2.006 0.857 -0.008 -0.004 0.022
H -4.970 -2.511 -1.170 -0.049 0.118 -0.032
H -6.372 -1.447 -0.896 0.056 -0.045 -0.010
H -3.855 -1.491 0.830 0.000 -0.021 0.084
H -5.195 -0.347 0.981 0.022 0.024 0.085
H -3.337 -0.609 -1.423 0.047 -0.007 -0.122
H -4.761 0.427 -1.365 -0.008 0.016 -0.110
H -3.756 1.614 0.621 -0.016 0.027 0.034
H -2.128 -0.095 1.369 0.024 -0.088 0.036
H -1.272 0.031 -0.172 0.057 -0.091 -0.047
H -0.134 1.366 1.579 -0.350 0.088 0.044
H -1.637 2.274 1.870 0.062 -0.030 0.015
H 3.257 3.295 -1.132 0.079 0.124 -0.204
H 5.753 2.003 -0.444 -0.092 -0.002 0.134
H 5.748 2.610 1.231 -0.056 -0.112 -0.188
H 6.446 -1.656 2.023 0.058 -0.003 0.111
H 5.980 -3.850 0.923 0.034 -0.085 0.047
H 4.163 -3.996 -2.394 -0.017 -0.020 -0.035
H 4.047 -4.847 -0.844 -0.046 -0.116 -0.004
H 5.596 -4.759 -1.681 0.032 -0.112 -0.046
H 4.473 0.211 -1.296 0.026 0.149 0.076
H -1.536 3.929 -1.348 -0.105 -0.044 0.188
H -2.464 3.782 0.167 0.027 -0.001 -0.016
H -3.615 2.565 -1.659 -0.039 -0.004 -0.061
H -2.154 1.622 -1.975 0.024 -0.022 -0.096
```
Forces are in eV/Å.

HOMO: -0.324 hartree
Energy relative to the best compared isomer or geometry (same formula, charge and spin): 103.1 kcal per mole
Molar mass: 373.45 g mol⁻¹
Calculated total energy: -1243.48248 Eh
Lowest unoccupied orbital energy: 0.02772 hartree
Total charge: 0
Frontier orbital gap: 9.5816 eV

***

# 2
This record from the OMol25 dataset describes a molecular structure, C60H42Br4FGeO2P3Pb. The level of theory is ωB97M-V/def2-TZVPD.

Structure (XYZ):
```
114
Properties=species:S:1:pos:R:3:forces:R:3
Pb -0.827 -0.618 -0.654 -0.360 0.271 -0.639
F 3.486 1.370 2.636 -0.059 -0.066 -0.114
Ge 2.232 0.582 1.642 0.717 0.170 0.406
C 1.334 -0.268 3.246 -0.077 0.219 -0.685
C 2.097 -0.116 4.405 0.173 0.135 0.122
C 1.731 -0.716 5.600 -0.103 -0.068 0.021
C 0.589 -1.497 5.668 0.025 0.018 0.032
C -0.180 -1.660 4.532 0.011 0.058 -0.055
C 0.176 -1.047 3.325 -0.172 -0.102 0.078
P -0.991 -1.355 1.969 0.161 -0.303 0.716
C -1.313 -3.142 2.103 0.010 0.092 -0.089
C -2.570 -3.678 2.364 0.033 0.058 -0.022
C -2.723 -5.053 2.466 -0.041 -0.062 0.026
C -1.627 -5.890 2.328 -0.021 -0.016 0.013
C -0.368 -5.355 2.092 0.052 -0.003 -0.057
C -0.211 -3.986 1.962 -0.050 0.054 0.046
C -2.548 -0.535 2.434 0.152 0.061 -0.229
C -3.633 -0.653 1.559 0.073 0.050 -0.028
C -4.815 0.022 1.814 -0.043 -0.011 -0.037
C -4.919 0.835 2.936 -0.009 0.011 -0.007
C -3.846 0.959 3.803 -0.012 0.008 0.054
C -2.662 0.280 3.556 -0.112 -0.155 0.040
C 1.886 2.323 0.675 -0.294 -0.668 0.115
C 3.049 3.089 0.609 0.125 -0.004 -0.001
C 3.013 4.416 0.210 0.012 0.068 -0.050
C 1.798 5.022 -0.070 0.006 0.017 0.004
C 0.640 4.266 -0.033 -0.053 -0.069 0.050
C 0.684 2.907 0.278 0.009 0.037 -0.111
P -0.877 1.973 0.252 -0.075 0.736 0.396
C -1.966 2.461 -1.149 0.064 -0.249 0.050
C -1.408 3.008 -2.429 0.269 0.075 -0.160
C -2.392 3.143 -3.612 -0.038 0.071 0.086
C -3.838 2.987 -3.251 0.004 -0.062 0.013
C -4.232 2.512 -2.072 -0.094 0.110 -0.263
C -3.272 2.176 -1.034 0.289 0.029 0.206
C -1.620 2.829 1.707 -0.009 -0.103 -0.119
C -0.918 2.664 2.902 -0.013 0.089 -0.070
C -1.248 3.402 4.024 0.069 -0.055 0.016
C -2.296 4.311 3.969 -0.040 0.029 0.010
C -2.999 4.480 2.787 -0.050 0.029 0.024
C -2.662 3.749 1.655 0.030 -0.113 0.039
C 3.484 -0.671 0.718 -0.626 0.128 -0.134
C 4.761 -0.717 1.278 0.041 0.097 0.190
C 5.787 -1.433 0.685 -0.009 -0.064 -0.092
C 5.567 -2.095 -0.514 0.060 -0.018 -0.009
C 4.307 -2.076 -1.081 -0.057 0.079 0.053
C 3.253 -1.395 -0.458 0.006 -0.009 -0.027
P 1.634 -1.593 -1.263 0.622 -0.424 -0.115
C 1.274 -3.390 -1.249 -0.191 0.174 0.082
C 2.146 -4.366 -0.772 -0.045 0.054 -0.005
C 1.804 -5.707 -0.873 0.037 -0.052 0.056
C 0.593 -6.089 -1.429 0.016 -0.028 0.050
C -0.296 -5.124 -1.876 -0.053 -0.027 -0.006
C 0.043 -3.785 -1.784 0.050 0.063 0.079
C 2.007 -1.266 -3.021 -0.103 0.025 0.102
C 1.458 -2.023 -4.051 -0.039 0.052 0.023
C 1.813 -1.760 -5.366 -0.019 -0.011 -0.059
C 2.719 -0.752 -5.657 -0.018 0.001 -0.036
C 3.265 0.008 -4.630 -0.011 0.048 0.000
C 2.900 -0.239 -3.316 -0.038 0.026 -0.029
H 2.994 0.485 4.383 -0.068 -0.052 0.018
H 2.346 -0.572 6.478 0.017 0.001 -0.012
H 0.298 -1.976 6.594 0.005 0.003 -0.001
H -1.075 -2.268 4.572 0.012 -0.019 0.036
H -3.425 -3.031 2.512 -0.006 -0.026 -0.013
H -3.700 -5.469 2.676 0.002 0.006 -0.019
H -1.752 -6.962 2.416 0.008 0.009 0.023
H 0.492 -6.005 2.018 0.035 -0.021 -0.041
H 0.773 -3.563 1.793 0.033 -0.056 -0.028
H -3.563 -1.297 0.687 -0.036 -0.003 0.002
H -5.658 -0.092 1.145 0.003 -0.008 -0.001
H -5.843 1.363 3.134 0.008 0.001 0.012
H -3.924 1.592 4.678 -0.010 -0.010 -0.004
H -1.836 0.379 4.246 0.018 0.013 -0.008
H 3.995 2.663 0.916 -0.022 0.034 -0.042
H 3.932 4.986 0.162 -0.011 0.001 0.035
H 1.751 6.076 -0.310 0.005 -0.006 0.001
H -0.319 4.744 -0.201 -0.009 0.017 -0.073
H -0.901 3.950 -2.233 -0.017 0.075 0.000
H -2.268 4.112 -4.093 0.020 -0.015 -0.009
H -4.550 3.281 -4.008 -0.066 -0.031 0.034
H -5.287 2.407 -1.854 -0.002 -0.006 -0.002
H -3.649 1.749 -0.109 -0.017 -0.009 -0.028
H -0.088 1.966 2.945 -0.003 0.018 0.072
H -0.680 3.276 4.937 -0.016 -0.010 0.000
H -2.556 4.894 4.842 0.007 0.005 -0.005
H -3.807 5.199 2.736 -0.002 -0.012 0.005
H -3.207 3.918 0.738 -0.012 0.032 -0.001
H 4.961 -0.167 2.188 0.009 -0.025 -0.045
H 6.764 -1.458 1.148 0.001 0.025 0.004
H 6.370 -2.626 -1.007 0.002 -0.002 0.017
H 4.135 -2.587 -2.020 0.012 -0.040 0.010
H 3.093 -4.094 -0.329 0.015 0.017 0.024
H 2.495 -6.459 -0.514 -0.001 0.011 -0.006
H 0.341 -7.139 -1.510 -0.001 0.010 0.007
H -1.248 -5.415 -2.302 0.010 0.016 -0.008
H -0.643 -3.042 -2.177 -0.078 -0.051 0.013
H 0.767 -2.828 -3.838 0.093 0.038 -0.097
H 1.397 -2.359 -6.165 -0.010 -0.002 0.020
H 3.012 -0.568 -6.682 0.008 0.004 0.011
H 3.988 0.780 -4.860 -0.006 0.034 0.040
H 3.322 0.343 -2.507 0.062 0.062 -0.041
Br 1.476 4.004 -6.211 -0.020 -0.063 0.081
C 0.279 3.041 -5.122 0.174 0.148 -0.375
C -0.959 2.655 -5.627 0.046 0.119 0.073
Br -1.430 3.056 -7.364 0.022 -0.069 0.263
C -1.936 2.036 -4.701 -0.423 -0.133 -0.414
Br -3.378 1.106 -5.590 0.140 0.128 0.152
C -1.172 1.066 -3.790 0.201 -0.122 0.129
O -1.347 -0.097 -3.667 0.006 0.003 -0.045
C -0.252 1.942 -2.894 -0.151 -0.196 0.269
O 0.327 1.305 -1.900 -0.062 -0.223 -0.052
C 0.639 2.709 -3.814 0.086 0.069 0.101
Br 2.228 3.265 -3.091 -0.191 -0.189 -0.030
```
Forces are in eV/Å.

HOMO: -0.472 hartree
Energy relative to the best compared isomer or geometry (same formula, charge and spin): 0.0 kcal per mole
Molar mass: 1506.34 g mol⁻¹
Calculated total energy: -16151.34169 Eh
Lowest unoccupied orbital energy: -0.26118 hartree
Total charge: +2
Frontier orbital gap: 5.7459 eV

***

# 3
This record from the OMol25 dataset describes 2 unconnected molecules or ions with the total composition C3H10S3 at a distorted geometry. The level of theory is ωB97M-V/def2-TZVPD.

Structure (XYZ):
```
16
Properties=species:S:1:pos:R:3:forces:R:3
C 0.008 -0.600 -1.984 0.508 -3.185 2.666
C 1.163 -1.282 -1.122 0.304 -1.713 0.215
S 1.807 -0.007 0.002 0.073 -0.271 -0.139
H 0.254 0.395 -2.160 0.293 1.464 -1.221
H -0.251 -1.264 -2.794 -0.150 0.341 -0.613
H -0.807 -0.617 -1.223 0.328 0.243 -0.940
H 2.094 -1.824 -1.550 -1.786 1.183 -0.212
H 0.673 -2.104 -0.507 0.511 1.030 -0.582
H 1.107 0.873 -0.701 0.197 0.807 0.508
C -0.118 1.519 2.287 1.662 -1.048 2.995
S -1.520 1.557 1.165 -0.311 2.544 -0.998
S -2.263 -0.311 0.928 -0.770 -2.759 2.163
H 0.340 0.484 2.272 -0.149 1.409 -0.311
H 0.654 2.350 2.155 -1.032 -1.258 -0.893
H -0.309 1.682 3.439 -0.731 -0.375 -2.207
H -2.833 -0.850 -0.209 1.054 1.589 -0.433
```
Forces are in eV/Å.

HOMO: -0.306 hartree
Energy relative to the best compared isomer or geometry (same formula, charge and spin): 54.0 kcal per mole
Molar mass: 142.31 g mol⁻¹
Calculated total energy: -1314.76211 Eh
Lowest unoccupied orbital energy: -0.00384 hartree
Total charge: 0
Frontier orbital gap: 8.2299 eV

***

# 4
This record from the OMol25 dataset describes 2 unconnected molecules or ions with the total composition C4H13N2OS at a distorted geometry. The level of theory is ωB97M-V/def2-TZVPD.

Structure (XYZ):
```
21
Properties=species:S:1:pos:R:3:forces:R:3
N 1.950 -0.237 1.052 0.573 0.229 0.027
C 0.754 -0.015 0.253 -1.005 -0.879 0.466
C -0.323 0.899 0.915 0.066 0.639 0.484
S 0.213 1.875 2.380 0.031 -0.093 -0.182
C 0.128 -1.395 -0.081 0.037 -0.087 -0.477
N 0.024 -1.666 -1.535 0.011 -0.035 0.262
C -0.873 -2.785 -1.784 0.329 -0.153 -0.723
H 2.438 0.657 1.098 -0.032 -0.034 -0.108
H 1.652 -0.293 2.026 -0.179 -0.122 0.013
H 1.026 0.403 -0.696 0.406 0.370 -0.503
H -0.731 1.620 0.197 0.122 -0.134 -0.248
H -1.168 0.293 1.225 -0.170 -0.210 0.060
H -0.892 -1.487 0.284 -0.166 0.227 0.212
H 0.702 -2.191 0.412 0.076 0.063 0.048
H 0.942 -1.951 -1.859 0.032 0.244 -0.062
H -0.629 -3.666 -1.180 -0.275 -0.068 0.240
H -0.779 -3.104 -2.830 0.049 0.096 0.056
H -1.916 -2.491 -1.667 0.001 -0.014 0.358
H -1.595 0.741 -3.135 0.201 0.284 0.296
H -1.426 1.734 -1.970 0.090 -0.159 -0.122
O -1.481 1.681 -2.934 -0.196 -0.165 -0.097
```
Forces are in eV/Å.

HOMO: -0.095 hartree
Energy relative to the best compared isomer or geometry (same formula, charge and spin): 16.0 kcal per mole
Molar mass: 137.23 g mol⁻¹
Calculated total energy: -743.15351 Eh
Lowest unoccupied orbital energy: 0.11930 hartree
Total charge: -1
Frontier orbital gap: 5.8254 eV

***

# 5
This record from the OMol25 dataset describes 2 unconnected molecules or ions with the total composition C7H11BrN2 at a distorted geometry. The level of theory is ωB97M-V/def2-TZVPD.

Structure (XYZ):
```
21
Properties=species:S:1:pos:R:3:forces:R:3
C 1.746 1.705 -0.882 1.424 2.064 -0.723
C -0.532 -1.374 1.428 -5.168 -0.149 -0.780
C -0.675 -0.037 2.116 0.334 0.397 -1.422
C -0.610 -0.949 -0.045 0.946 -3.926 -1.195
C 0.392 0.660 1.337 3.662 2.213 -0.823
C 0.531 -0.032 -2.418 4.070 -1.274 0.136
C 0.946 0.613 -1.116 -3.269 -4.059 1.984
N 2.332 2.693 -0.825 0.118 -0.147 0.245
N 0.328 0.129 -0.044 0.592 0.277 -1.498
Br -2.913 0.818 -1.426 0.090 0.124 -0.025
H 0.360 -1.756 1.713 2.911 -1.628 0.569
H -1.377 -2.074 1.738 1.163 0.753 -0.608
H -1.643 0.440 1.902 0.178 -0.271 0.788
H -0.267 -0.155 3.085 -0.660 0.430 1.464
H -0.226 -1.764 -0.828 -0.920 1.467 2.050
H -1.657 -0.707 -0.396 0.682 0.663 0.157
H 0.405 1.725 1.028 -0.567 -0.023 1.637
H 1.474 0.466 1.799 -2.155 0.193 -1.105
H -0.219 0.609 -2.667 -3.081 1.181 -1.203
H 0.268 -1.140 -2.317 0.253 2.055 -0.317
H 1.335 0.130 -3.183 -0.603 -0.337 0.674
```
Forces are in eV/Å.

HOMO (spin up / spin down): -0.281 / -0.281 hartree
Energy relative to the best compared isomer or geometry (same formula, charge and spin): 42.0 kcal per mole
Molar mass: 203.08 g mol⁻¹
Calculated total energy: -2956.74455 Eh
Lowest unoccupied orbital energy (spin up / spin down): -0.07592 / -0.07590 hartree
Total charge: 0
Frontier orbital gap (spin up / spin down): 5.5756 / 5.5769 eV